Entry from OMol25: C34H47N5O3SSe2W as an isolated structure in a non-equilibrium geometry (ωB97M-V/def2-TZVPD).

Charge ... +2
HOMO level (spin up / spin down) ... -11.72 / -11.95 eV
HOMO-LUMO gap (spin up / spin down) ... 5.5 / 5.4 eV
F_max ... 3.02 eV/Å
E_LUMO (spin up / spin down) ... -6.2 / -6.6 eV
Calculated total energy ... -7090.8027 Ha
2S+1 ... 3
ΔE to the lowest compared entry with this formula, charge and spin ... 32.0 kJ/mol

Last column: Löwdin spin population.
Atoms and positions in Å:
W: 0.810074 -1.230937 1.471138  1.35
Se: 1.635810 -2.826407 3.268243  0.03
Se: 2.770998 -0.661523 3.786268  0.06
S: -1.531934 2.451408 -4.385967  0.00
O: -0.552745 1.765496 -3.523636  0.00
O: -0.061068 0.627463 6.302539  0.00
O: 1.815869 -2.848795 7.754895  0.00
N: 1.997524 -2.945686 0.226845  0.02
N: 0.607365 0.759262 1.965613  0.02
N: 2.492888 -0.255534 0.787710  0.07
N: -0.363085 -1.692953 -0.266662  0.02
N: -1.115455 -0.933667 1.981962  0.01
C: 1.662111 2.879552 2.379033  0.05
C: -1.356893 -2.677623 0.288176  0.03
C: 0.910159 -1.582915 5.933782  0.00
C: 1.665764 -2.879266 -1.265147  0.00
C: -2.014150 -2.030509 1.516067  0.02
C: 0.743924 2.854332 -6.148303  0.00
C: -0.545969 1.223243 2.554006  0.00
C: -5.606575 1.396655 -2.824453  0.00
C: -2.499030 1.165080 -5.144035  0.00
C: -3.974912 0.912177 -4.600967  0.00
C: -0.202093 -0.623055 5.577898  0.00
C: -2.998103 0.475156 2.959745  -0.01
C: 0.324688 -2.226806 -1.528302  0.00
C: 2.708201 1.040523 1.044584  0.19
C: -0.581652 3.422766 -5.780250  0.00
C: 1.652280 1.624094 1.792071  0.02
C: 2.278567 -0.933886 5.791642  0.02
C: 3.404958 -2.593109 0.424513  0.01
C: -0.577535 2.492556 3.132617  0.05
C: -6.603894 0.840013 -3.590521  0.00
C: 2.129947 1.687558 -7.754081  0.00
C: 3.965852 1.738315 0.738821  0.03
C: -5.022709 0.289481 -5.318381  0.00
C: 0.516962 3.365188 2.972902  0.01
C: -6.345085 0.287696 -4.813987  0.00
C: 0.990853 2.341545 -7.430131  0.00
C: 0.703067 -2.020415 7.399531  0.00
C: 0.696721 -2.853296 5.126198  0.03
C: 1.757334 2.728489 -5.175123  0.00
C: 3.556319 -1.085286 0.172586  0.02
C: -4.282430 1.358248 -3.291313  0.00
C: -1.584738 0.232613 2.570836  -0.08
C: 2.955295 2.062415 -5.486191  0.00
C: 3.098555 1.511765 -6.769987  0.00
H: -7.098581 -0.125626 -5.476039  0.00
H: -0.347681 -3.010708 4.753951  0.00
H: -0.224291 -2.530809 7.510113  0.00
H: -0.845001 -0.836955 -0.564032  0.00
H: 3.019225 -1.634669 6.144530  0.00
H: 4.503700 -0.693100 0.624037  0.00
H: 4.459818 1.229300 -0.113744  0.00
H: 3.563733 -0.958455 -0.961116  0.00
H: -7.643140 0.831779 -3.162596  0.00
H: 0.358955 -1.441974 -2.298118  0.00
H: -0.928806 -3.686114 0.536833  0.01
H: -2.997591 0.576070 4.093718  -0.01
H: -5.835812 1.922133 -1.845685  0.00
H: 3.991990 0.938470 -6.992381  0.00
H: 1.654296 -3.964863 -1.635923  0.00
H: 1.051430 -3.821712 5.570354  0.00
H: -3.006984 -1.592983 1.221396  0.00
H: 3.979605 -3.117698 -0.361158  0.00
H: -1.450506 2.830356 3.655403  0.00
H: -4.823939 -0.259617 -6.228432  0.00
H: 2.576355 3.457811 2.444760  0.00
H: -1.228711 3.524074 -6.666232  0.00
H: 1.438099 -3.606804 8.250060  0.00
H: 4.661680 1.783470 1.582816  0.01
H: 2.355123 0.101362 6.191822  0.00
H: -0.439853 -2.934519 -1.957547  0.00
H: 1.719334 3.095403 -4.118496  0.00
H: 3.780509 1.937719 -4.743434  0.00
H: -3.317283 1.422098 2.484408  0.00
H: 0.203113 2.436334 -8.157151  0.00
H: 2.268613 1.327619 -8.765142  0.00
H: -0.078107 -0.354993 4.524216  0.00
H: -0.880897 0.798757 6.769257  0.00
H: -3.707494 -0.258002 2.632281  0.00
H: 3.776621 2.715511 0.422955  0.00
H: 3.851047 -2.874508 1.433301  0.00
H: 0.463345 4.395255 3.318001  0.00
H: -1.142337 -1.150017 5.788022  0.00
H: -2.077159 -2.856667 -0.529545  0.01
H: 1.810455 -3.872905 0.534464  0.00
H: -2.143541 -2.820028 2.303477  0.00
H: -2.596771 1.444203 -6.226590  0.00
H: 2.443637 -2.290289 -1.821094  0.00
H: -3.451039 1.729035 -2.702046  0.00
H: 0.685907 -1.171270 8.057933  0.00
H: -1.911252 0.267667 -5.055090  0.00
H: -0.471846 4.469423 -5.289343  0.00

Atomic forces in eV per Å
W 1.6 1.4 -0.7
Se 0.2 0.8 1.5
Se -0.5 -1.3 1.5
S -0.8 2.2 -0.1
O 1.0 -0.8 0.6
O -0.2 -1.0 -0.4
O -1.1 -0.9 0.5
N -0.8 1.7 -0.6
N -1.0 -0.6 -0.4
N 0.5 -1.1 -0.7
N 0.7 -0.6 -1.0
N -2.1 0.7 1.6
C 0.1 0.3 -0.1
C -0.4 -0.1 -0.8
C -0.5 0.0 0.5
C 0.5 -1.3 0.0
C -0.9 0.5 0.5
C 0.7 -0.5 0.9
C -0.3 -0.5 0.9
C 1.2 0.6 1.2
C -1.9 -0.6 -1.9
C 0.3 0.3 1.0
C 0.3 1.1 0.1
C 0.5 1.3 1.1
C -2.3 -0.3 -0.2
C -0.2 -0.6 0.9
C -0.2 1.0 0.7
C 0.7 -0.3 0.1
C 0.3 0.2 -1.4
C 1.3 0.2 0.4
C 0.6 0.7 -0.8
C -2.2 0.3 1.1
C 1.2 -0.4 0.1
C 0.9 -1.5 -0.7
C 0.3 0.4 0.6
C -1.0 -0.5 0.6
C 1.6 -0.4 -1.2
C -1.7 0.7 0.7
C 1.7 0.1 -0.1
C -0.1 -1.2 -1.8
C 0.9 -0.1 0.7
C 0.9 0.9 -0.8
C -0.2 0.2 -0.9
C 1.3 -1.8 -2.0
C -0.2 -0.3 -0.6
C 0.6 0.0 0.5
H -0.1 -0.1 0.4
H 0.7 0.3 0.8
H -0.9 -0.6 0.0
H -0.1 -0.4 0.2
H 0.4 0.3 0.3
H -0.5 -0.8 -0.8
H -0.1 0.4 0.6
H 0.2 0.4 1.5
H 1.1 0.1 -0.7
H 0.3 0.1 0.6
H 0.2 1.2 -0.3
H -0.5 0.0 -1.3
H 0.3 -1.0 -1.3
H 0.0 0.1 -0.1
H 0.2 1.7 0.3
H -0.1 1.2 -0.3
H 0.8 -0.6 0.4
H 0.2 0.2 0.5
H -0.3 0.0 0.1
H 0.0 0.4 -0.3
H -0.1 0.1 -0.5
H 0.0 -0.1 0.5
H 0.7 0.6 -0.3
H -0.1 -0.2 0.0
H -0.2 -0.9 0.0
H 1.0 0.3 0.3
H -0.6 -0.1 -1.2
H -0.9 0.2 -0.7
H 0.1 -0.3 0.6
H -0.2 0.1 -0.3
H 0.1 -0.1 0.1
H -0.4 -0.3 -0.1
H -0.1 0.1 0.2
H -0.1 -0.6 0.1
H -0.3 1.7 -0.4
H -1.1 0.2 -1.2
H 0.1 -0.3 0.2
H -0.1 0.5 -0.2
H -0.1 -0.1 0.5
H 0.0 -0.8 0.3
H -0.1 0.9 -0.6
H 0.1 -0.5 0.8
H -0.6 -0.9 0.7
H -0.2 0.3 0.2
H 0.0 0.6 0.2
H 0.4 -0.4 -0.1
H -0.3 -1.8 -0.7